[1]
ORCA calculation (ωB97M-V/def2-TZVPD) on a 4-piece molecular cluster, C6H11NO2 overall.

ORCA input file:
```
! RIJCOSX wB97M-V def2-TZVPD def2/J DEFGRID3
* xyz 0 1
C 2.1324 -1.0431 0.7454
C 1.7658 -0.4056 -0.5379
C 0.7067 0.7289 -0.5659
C -0.1901 0.8877 0.5599
C -1.5462 -0.0897 0.3761
C -1.9079 -0.7449 -0.8212
H 0.4651 -1.4273 1.3816
H 3.0197 -2.2883 0.3220
H 2.7756 -0.0297 1.8752
H 1.6614 -1.1287 -1.4401
H 0.3715 0.5535 -1.7301
H 0.3899 0.7064 1.5757
H -1.5187 1.9483 -0.5926
H -1.7117 2.3077 0.6489
H -2.4047 0.2896 1.0149
H -2.9755 -0.9692 -0.9394
H -1.1269 -0.9770 -1.6752
N -0.7436 2.2498 0.2011
O 2.2028 0.8731 -0.5849
O -1.3657 -1.4414 0.1863
*
```

Values from the calculation:
energy relative to the best compared isomer or geometry (same formula, charge and spin) = 1393.20 kJ/mol
LUMO level = 0.08 eV
calculated total energy = -11971.8288 eV
Kohn-Sham gap = 9.05 eV
HOMO energy = -8.972 eV

=====

[2]
ORCA calculation (ωB97M-V/def2-TZVPD) on a 3-piece molecular cluster, C6H11NO2 overall.

ORCA input file:
```
! RIJCOSX wB97M-V def2-TZVPD def2/J DEFGRID3
* xyz 0 1
C -0.5705 -0.2049 -0.8846
C 0.4072 0.5402 1.3759
C -0.8378 -1.5998 -0.3908
C -1.6574 0.8244 -0.7097
C 1.6588 -0.0134 -0.9835
C 1.4868 1.3824 -0.5683
N 1.3918 -0.1921 1.9514
O 2.3088 -0.9191 -0.5593
O 1.1721 2.3889 -1.1134
H -0.2846 -0.2167 -1.9322
H 2.3430 0.1166 1.8047
H 1.3208 -1.1984 1.8811
H 0.4559 1.6106 1.5055
H -0.5817 0.1344 1.5147
H -1.5333 -2.1208 -1.0604
H -1.2887 -1.6168 0.6062
H 0.0767 -2.2019 -0.3749
H -2.0906 0.8331 0.2947
H -1.2986 1.8300 -0.9477
H -2.4786 0.6233 -1.4095
*
```

Values from the calculation:
energy relative to the best compared isomer or geometry (same formula, charge and spin) = 583.52 kJ/mol
LUMO level (spin up / spin down) = 0.28 / 0.28 eV
calculated total energy = -11980.2205 eV
Kohn-Sham gap (spin up / spin down) = 8.05 / 8.05 eV
HOMO energy (spin up / spin down) = -7.769 / -7.769 eV

=====

[3]
ORCA calculation (ωB97M-V/def2-TZVPD) on C6H11NO2 in the gas phase.

ORCA input file:
```
! RIJCOSX wB97M-V def2-TZVPD def2/J DEFGRID3
* xyz 0 1
C 0.1984 0.9783 1.3230
C 0.2568 0.1397 0.0453
C -0.5572 -1.1825 0.1342
C -1.6649 -0.5422 -0.7221
O -2.7712 -0.1874 0.0804
C -0.7120 0.6268 -1.0624
C 1.6857 -0.0039 -0.4213
N 2.5862 -0.6268 0.3538
H -0.8430 1.2497 1.5391
H 0.5958 0.4155 2.1802
H 0.7859 1.9004 1.2070
H -0.0796 -2.0292 -0.3750
H -0.8632 -1.4944 1.1418
H -1.9955 -1.1404 -1.5852
H -3.2805 0.4902 -0.3735
H -1.1285 1.6346 -0.9302
H -0.2780 0.5469 -2.0669
O 2.2381 0.8321 -1.1749
H 2.3165 -1.5349 0.7104
H 3.5102 -0.0725 -0.0036
*
```

Values from the calculation:
energy relative to the best compared isomer or geometry (same formula, charge and spin) = 194.72 kJ/mol
LUMO level = 0.74 eV
calculated total energy = -11984.2501 eV
SMILES string = C[C@]1(C(N)=O)C[C@H](O)C1
Kohn-Sham gap = 10.36 eV
HOMO energy = -9.623 eV

=====

[4]
ORCA calculation (ωB97M-V/def2-TZVPD) on C6H11NO2 in the gas phase.

ORCA input file:
```
! RIJCOSX wB97M-V def2-TZVPD def2/J DEFGRID3
* xyz 0 1
C -0.1284 0.9448 -1.4115
C -0.1487 -0.5983 -1.4208
C 0.1386 -1.5195 2.3720
C 0.9903 1.4528 -0.3735
C 0.4042 -1.1705 -0.1414
C -0.4694 -0.9892 1.1123
N -1.4423 1.4546 -1.1480
O 1.4460 -1.7854 -0.0767
O -1.5716 -0.4948 1.0496
H 0.1750 1.2994 -2.4026
H -1.4433 2.4655 -1.0702
H -1.8294 1.0535 -0.2964
H 0.4659 -0.9750 -2.2385
H -1.1849 -0.9183 -1.5423
H -0.1446 -2.5800 2.4436
H 1.2291 -1.4663 2.3418
H -0.2662 -0.9983 3.2427
H 1.9401 0.9781 -0.6185
H 0.7447 1.3161 0.6795
H 1.0949 2.5308 -0.5012
*
```

Values from the calculation:
energy relative to the best compared isomer or geometry (same formula, charge and spin) = 116.89 kJ/mol
LUMO level = -0.35 eV
calculated total energy = -11985.0568 eV
SMILES string = CC(=O)C(=O)C[C@H](C)N
Kohn-Sham gap = 8.80 eV
HOMO energy = -9.146 eV

=====

[5]
ORCA calculation (ωB97M-V/def2-TZVPD) on C6H11NO2 as an isolated structure.

ORCA input file:
```
! RIJCOSX wB97M-V def2-TZVPD def2/J DEFGRID3
* xyz 0 1
C -0.0143 -0.4539 -1.0219
C -0.9970 0.5728 -1.5701
C -0.6720 -1.6907 -0.4245
C 1.5098 -0.0846 -0.1546
C 2.6970 -0.3874 -0.1797
H 0.5391 -0.8025 -1.8998
H -0.8795 0.6354 -2.6562
H -0.8055 1.5879 -1.2276
H -2.0493 0.3838 -1.3548
H -1.3938 -2.1267 -1.1208
H 0.0622 -2.4548 -0.1664
H -1.2456 -1.4634 0.4731
H 3.6400 -0.7745 -0.4725
C -0.3126 1.3196 1.3821
N 0.9979 0.7312 1.5197
O -1.2580 0.4427 1.8191
O -0.4659 2.5136 1.3763
H -2.0777 0.9336 1.9724
H 1.7227 1.3544 1.8750
H 1.0026 -0.2366 1.8313
*
```

Values from the calculation:
energy relative to the best compared isomer or geometry (same formula, charge and spin) = 520.62 kJ/mol
LUMO level = 0.42 eV
calculated total energy = -11980.8724 eV
Kohn-Sham gap = 7.91 eV
HOMO energy = -7.490 eV

=====

[6]
ORCA calculation (ωB97M-V/def2-TZVPD) on a 2-piece molecular cluster, C6H11NO3 overall.

ORCA input file:
```
! RIJCOSX wB97M-V def2-TZVPD def2/J DEFGRID3
* xyz -2 1
C 1.2109 1.8754 -0.7199
C 1.5785 -1.0544 -0.5445
C 0.2343 -0.2872 1.5155
C -0.8837 -1.4637 -0.3527
C 0.0461 0.8843 -0.6606
C 0.2668 -0.4538 -0.0312
N -2.2652 1.5686 0.7234
O 2.1027 1.8287 0.1587
O -3.1702 0.6557 1.0627
O 1.2146 2.6696 -1.7526
H 1.8549 -1.8070 0.2338
H 1.4680 -1.3591 -1.5168
H 2.3900 -0.3196 -0.5534
H 0.8673 0.5697 1.6455
H 0.2797 -1.2312 2.0808
H -0.6913 0.0637 1.8435
H -0.7094 -1.8592 -1.3532
H -0.8684 -2.3440 0.2482
H -1.7764 -1.0376 -0.2366
H -0.6002 0.9362 -1.6568
H -2.5491 2.1645 -0.1337
*
```

Values from the calculation:
energy relative to the best compared isomer or geometry (same formula, charge and spin) = 145.14 kJ/mol
LUMO level (spin up / spin down) = 6.25 / 6.23 eV
calculated total energy = -14027.0963 eV
Kohn-Sham gap (spin up / spin down) = 5.29 / 4.83 eV
HOMO energy (spin up / spin down) = 0.954 / 1.400 eV